A structure of composition C17H31F5MnP2 in a non-equilibrium geometry. Source: the Open Molecules 2025 dataset; level of theory: the ωB97M-V functional and the def2-TZVPD basis.

XYZ file:
```
56
Properties=species:S:1:pos:R:3:lowdin_spin:R:1
P 2.058 0.177 -1.772 0.0035
P 2.036 -0.626 1.536 0.0003
C 3.633 0.101 -0.757 0.0012
C 3.577 -0.793 0.490 0.0001
H 3.906 1.145 -0.520 0.0000
H 4.386 -0.304 -1.451 0.0002
H 3.681 -1.867 0.253 0.0000
H 4.402 -0.515 1.168 0.0000
C 2.489 0.996 2.278 0.0003
H 1.725 1.274 3.015 0.0001
H 2.568 1.772 1.504 0.0001
H 3.465 0.859 2.763 0.0000
C 2.368 -1.723 2.964 0.0002
H 3.309 -1.399 3.424 0.0000
H 2.440 -2.767 2.637 0.0001
H 1.541 -1.610 3.676 0.0001
C 2.582 1.112 -3.265 0.0008
H 1.756 1.079 -3.988 0.0003
H 3.467 0.620 -3.685 0.0000
H 2.810 2.154 -3.005 0.0001
C 2.248 -1.525 -2.444 -0.0001
H 2.230 -2.275 -1.643 0.0001
H 3.223 -1.548 -2.948 0.0000
H 1.448 -1.725 -3.169 0.0000
Mn -2.786 0.088 -0.036 4.4767
C -1.241 -0.585 1.556 0.0377
C -0.917 0.766 1.435 0.0201
C 0.012 1.511 0.526 0.0071
C -0.466 1.983 -0.875 0.0248
C -1.017 0.875 -1.729 0.1172
C -1.001 -0.497 -1.558 0.0022
C -0.211 -1.392 -0.611 0.0066
C -0.839 -1.806 0.733 0.0262
C -4.072 -0.072 -1.512 0.0647
H -1.714 -0.853 2.521 0.0033
H -1.290 1.366 2.288 0.0016
H 0.906 0.907 0.304 0.0007
H 0.382 2.379 1.103 0.0005
H -1.177 2.824 -0.726 0.0046
H 0.381 2.466 -1.425 0.0068
H -1.470 1.214 -2.686 0.0042
H -1.483 -1.059 -2.387 0.0025
H 0.719 -0.857 -0.313 -0.0002
H 0.105 -2.285 -1.179 0.0005
H -1.699 -2.486 0.535 0.0073
H -0.139 -2.450 1.332 0.0056
H -4.617 -1.008 -1.323 0.0241
H -3.512 -0.117 -2.460 0.0173
H -4.756 0.796 -1.491 0.0110
F -3.997 2.328 1.256 0.0198
C -4.089 0.948 1.392 0.0693
F -3.619 0.662 2.677 0.0148
C -5.572 0.539 1.383 0.0087
F -6.265 1.091 0.349 0.0002
F -5.705 -0.825 1.335 0.0035
F -6.199 0.938 2.524 0.0030
```

Properties
Spin multiplicity: 6
ΔE to the lowest compared entry with this formula, charge and spin: 0.000 eV
F_max: 0.0415 Eh/bohr
Molecular weight: 447.3 g mol⁻¹